Entry 1:
The following is a quantum chemistry calculation of a molecular structure, C16H25CaN2O19 in a non-equilibrium geometry, from OMol25.

Last column: natural (NBO) charge in e.
Positions of all 63 atoms, in Å:
H: -21.61883 8.81954 -8.36664  0.20
H: -19.98584 7.30452 -6.49465  0.20
C: -27.89437 13.38600 4.63818  -0.62
H: -22.23444 6.46109 -5.42255  0.24
C: -20.96311 7.85883 3.37523  -0.11
C: -20.84452 7.97588 -6.48855  0.07
H: -28.91788 13.74492 4.74643  0.20
O: -26.57462 16.69132 -4.37987  -0.46
O: -20.73993 16.12779 -2.23752  -0.66
H: -22.01087 6.46402 -7.16635  0.20
Ca: -22.31114 13.20289 -1.28779  1.86
H: -23.05947 7.57504 -6.62434  0.22
O: -17.17539 11.33542 -2.25004  -0.55
H: -27.54174 13.01166 5.59924  0.23
N: -19.78671 16.92558 -2.25807  0.72
O: -27.36227 14.65210 -4.65672  -0.49
O: -21.42111 13.96481 1.36545  -1.29
H: -22.03845 13.59433 2.02587  0.40
O: -18.93085 12.26677 -1.68330  -0.62
O: -18.95780 16.71232 -1.39674  -0.51
C: -28.04555 12.36192 3.45301  0.07
H: -27.30525 14.19705 4.21010  0.23
H: -27.61831 18.82050 -5.91409  0.23
C: -21.77434 9.33296 1.85282  0.98
H: -22.25540 8.12360 5.92019  0.20
H: -19.96765 7.78062 3.81231  0.20
H: -28.34034 15.17555 -6.35458  0.19
O: -26.81202 12.16256 2.80918  -0.50
H: -29.52848 12.06233 1.90552  0.18
H: -28.47521 11.40929 3.76284  0.19
O: -25.86537 12.94328 0.83662  -0.56
H: -28.78086 17.78225 -6.65415  0.21
O: -21.97592 10.00695 0.83390  -0.60
C: -27.78317 17.78595 -6.21515  -0.62
H: -29.32915 15.22556 -4.89565  0.19
C: -21.45267 9.04625 4.10506  0.07
H: -21.45160 6.88704 3.44658  0.19
O: -25.33720 15.15673 -3.56149  -0.61
N: -17.80165 11.96185 -1.44555  0.73
C: -22.57502 8.86810 5.19103  -0.62
C: -21.23579 10.05155 -5.68505  0.97
C: -26.37965 15.44229 -4.13749  0.97
H: -20.61239 9.56695 4.56430  0.20
O: -19.62904 17.85307 -3.03298  -0.54
O: -21.70905 10.84960 -4.89405  -0.59
C: -26.78302 12.81321 1.57049  0.98
C: -28.95305 12.86781 2.36178  -0.09
H: -23.50917 8.59009 4.70302  0.22
C: -28.34160 15.44881 -5.29939  -0.09
H: -22.86419 9.77836 5.71630  0.23
C: -22.13195 7.10700 -6.29455  -0.64
O: -20.69353 8.82889 -5.38018  -0.48
C: -27.88620 16.91772 -4.96973  0.06
O: -17.32155 12.41515 -0.40593  -0.56
C: -20.89498 8.99828 -7.57153  -0.11
H: -19.88322 9.13802 -7.95223  0.19
O: -21.39082 10.19347 -7.02669  -0.47
O: -28.01660 13.38853 1.39223  -0.50
O: -20.94152 8.29786 2.02262  -0.48
H: -27.13918 17.39336 -7.00206  0.23
H: -29.68517 13.61520 2.66759  0.20
O: -22.09942 9.73934 3.05091  -0.48
H: -28.53173 17.47796 -4.29333  0.19

Properties
* orbital gap: 4.526 eV
* net charge: -1
* electronic energy: -2841.04607 Eh
* HOMO energy: -3.51 eV
* max |F|: 0.119 Eh/bohr

Entry 2:
The following is a quantum chemistry calculation of a molecular structure, C16H25Cl2NO2Zr in a non-equilibrium geometry, from OMol25.

Last column: natural (NBO) charge in e.
Positions of all 47 atoms, in Å:
H: 0.42157 -2.37078 2.71621  0.25
H: -3.51632 -1.25404 -1.95422  0.20
C: 0.54116 0.09175 -2.81984  -0.17
H: -1.23661 2.92110 3.19483  0.22
Cl: -0.61429 2.65167 -0.16776  -0.54
H: 2.36868 3.42386 1.46250  0.50
H: -0.53598 -3.66910 -1.70596  0.19
H: -3.47309 0.48324 -2.36482  0.19
H: 1.43955 -3.05506 -1.78352  0.19
H: 1.82169 -2.35515 3.82348  0.19
C: 1.21737 -1.74257 3.14325  -0.64
Zr: 0.82119 1.16898 1.11867  2.28
C: 1.73581 0.94564 -2.94025  -0.61
C: -1.34611 -3.04693 -2.09806  -0.62
C: 0.51273 -1.30220 -2.52152  -0.07
H: 1.56386 1.92199 -2.46346  0.19
H: 2.94828 -0.11574 -0.02822  0.48
H: -3.54854 -0.73936 -3.65909  0.16
C: -0.80107 0.53251 -2.97864  -0.13
C: -0.16636 1.42699 4.28805  0.10
O: 1.96074 2.57109 1.67134  -1.11
C: 0.23141 -0.59112 5.25144  -0.35
H: -1.76248 -3.53830 -2.99235  0.16
H: 2.00998 -2.55665 -3.38260  0.16
H: -0.98000 3.26724 4.92398  0.20
H: -2.11511 2.19201 -2.84280  0.19
C: -0.84964 -1.70050 -2.42335  -0.13
H: 1.84254 -1.39894 2.30157  0.22
H: 0.36517 3.43848 3.76362  0.20
C: -3.13014 -0.51481 -2.66562  -0.62
H: 2.60234 0.48412 -2.45469  0.18
C: -0.52186 2.83730 4.02349  -0.64
O: 1.98928 -0.03449 0.08191  -1.09
C: 1.68349 -2.18252 -2.39894  -0.62
C: -1.23274 1.87204 -3.40866  -0.62
H: 2.52850 -1.66051 -1.93902  0.18
H: 0.31509 -1.43441 5.92768  0.19
H: -0.66345 1.11584 6.42588  0.18
C: -1.66141 -0.56071 -2.68392  -0.12
Cl: -1.43476 -0.86481 0.90360  -0.77
C: 0.63339 -0.61347 3.89150  0.13
N: 0.38837 0.61513 3.32467  -0.67
H: -1.50676 1.87581 -4.47387  0.16
H: -0.43984 2.61231 -3.25823  0.19
H: 2.00271 1.13033 -3.99165  0.16
C: -0.26938 0.70363 5.50457  -0.35
H: -2.13895 -2.98089 -1.34114  0.20

Properties
* orbital gap: 3.942 eV
* net charge: -2
* electronic energy: -1797.53084 Eh
* HOMO energy: 0.75 eV
* relative energy (zero: lowest compared OMol25 entry of this formula, charge and spin): 24.76 kJ/mol
* max |F|: 0.076 Eh/bohr

Entry 3:
The following is a quantum chemistry calculation of a molecular structure, C16H25ClCrNO5P2S in a non-equilibrium geometry, from OMol25.

Last column: Mulliken spin population.
Positions of all 52 atoms, in Å:
H: -0.81353 1.95550 -3.32485  0.00
H: -2.24753 -2.45471 -0.98420  0.00
H: -1.71469 3.81175 -0.99030  0.00
P: -0.03483 2.10832 -1.11548  -0.15
C: 1.84483 0.00037 -0.31012  -0.08
H: 1.21507 -3.05470 1.07214  -0.01
C: 0.07537 2.41588 -2.88139  -0.01
H: -0.12713 -1.30161 -6.71251  0.00
C: -1.45836 -2.97831 -0.43304  0.02
H: -0.21919 2.59454 5.47818  0.00
H: 2.39475 -2.79451 -0.24107  0.00
H: -1.72795 2.74447 0.45709  0.00
O: 1.45172 2.05385 2.55761  0.00
C: -0.76356 -1.23669 5.18180  0.00
H: 2.15487 3.03974 -0.85728  0.00
H: 0.92477 1.85063 -3.27093  0.00
C: -0.85033 -0.61690 6.41819  0.00
H: -1.10873 -1.18364 7.30904  0.00
Cr: -0.05576 -0.08081 -0.31728  3.16
C: 0.31213 -0.33308 -6.40379  0.00
H: 1.35551 -0.27740 -6.75460  0.00
S: 0.08659 1.57064 2.63163  0.01
O: -0.51957 -2.11923 2.22247  0.01
C: 0.40171 -2.77099 -2.63396  0.00
O: 3.00216 0.08558 -0.16359  0.08
C: -0.60887 0.75818 6.54365  0.00
C: -0.37918 -0.51710 4.05405  0.00
H: -1.50576 -4.05557 -0.63203  0.00
H: -0.46658 -2.41512 -3.19923  0.00
N: -0.05662 0.08608 1.81077  -0.07
H: 1.37391 -4.27452 -0.24171  0.00
H: 0.86457 4.29467 -0.68818  0.00
H: -0.67118 1.22303 7.52824  0.00
H: -2.40659 2.14746 -1.09725  0.00
H: -0.99081 -2.28900 5.08080  0.00
H: -0.28227 0.49495 -6.82881  0.00
C: -0.32740 1.51187 5.40404  0.00
H: -1.56272 -2.77325 0.64276  0.00
H: 1.23171 3.15314 0.65512  -0.01
H: 1.26181 -2.20122 -3.00284  0.00
C: -1.63715 2.77676 -0.63630  0.03
O: -1.01404 2.43577 2.29003  0.00
H: 0.12548 3.48240 -3.13060  0.00
C: -0.32040 -0.95916 2.64944  0.01
O: 1.48128 -0.20477 -4.28661  0.00
C: 0.44693 -0.24096 -4.91382  0.00
C: 1.40658 -3.20367 0.00336  0.02
H: 0.53586 -3.85264 -2.75975  0.00
C: -0.20968 0.84892 4.18901  0.00
C: 1.17046 3.27209 -0.43276  0.03
Cl: -1.17646 -0.22858 -4.01430  0.00
P: 0.13882 -2.29843 -0.92082  -0.06

Properties
* spin multiplicity: 4
* orbital gap (alpha / beta): 5.347 / 5.936 eV
* net charge: +2
* electronic energy: -3640.58145 Eh
* HOMO energy (alpha / beta): -14.98 / -14.98 eV
* relative energy (zero: lowest compared OMol25 entry of this formula, charge and spin): 18.69 kJ/mol
* max |F|: 0.144 Eh/bohr

Entry 4:
The following is a quantum chemistry calculation of a molecular structure, C16H25ClI2N3P2Y in a non-equilibrium geometry, from OMol25.

Last column: natural (NBO) charge in e.
Positions of all 50 atoms, in Å:
I: -6.56804 0.17476 -0.38264  0.01
C: 7.59846 -0.72577 -0.87616  -0.12
H: 8.72998 0.69311 1.98005  0.25
H: -2.05413 -0.85881 -3.02525  0.26
C: 0.78029 -2.25537 -2.66592  -0.91
P: 0.26334 -0.51997 -2.49520  0.57
C: -1.59421 1.01271 3.15115  -0.92
Y: 0.15508 0.21581 -0.05055  2.08
C: 8.42067 -0.51422 0.23591  -0.16
H: 3.87739 0.08396 -1.35533  0.23
C: 0.46973 -1.14534 3.35773  -0.91
C: 1.59868 0.54131 -3.16112  -0.90
C: 2.92715 2.70535 0.30872  -0.09
C: 1.29296 1.64551 2.90561  -0.92
C: 9.53675 -1.37753 0.48604  0.24
H: -0.33461 -1.88269 3.16054  0.26
H: -0.96641 -0.45907 -4.48508  0.27
H: -1.41564 1.14243 4.23620  0.27
H: 6.69780 2.09688 1.62999  0.23
C: 6.95721 1.32565 0.92832  -0.24
H: 5.83480 -0.15477 -1.96148  0.22
C: 3.75480 1.01322 -0.79811  0.23
C: 6.45660 0.04274 -1.08950  -0.26
H: 1.30334 1.60586 -3.06165  0.26
C: 4.28132 2.73879 0.47853  -0.06
H: 1.67728 -2.42046 -2.03446  0.28
H: 7.84924 -1.53192 -1.57079  0.25
H: 2.12502 3.25039 0.75722  0.21
N: 2.57182 1.59753 -0.51869  -0.64
H: 2.26104 1.29763 2.49313  0.28
H: 1.73857 0.21454 -4.20155  0.27
H: 1.31811 1.72014 4.00224  0.27
Cl: 2.16307 -1.35090 0.45775  -0.63
H: 4.88890 3.50719 1.01793  0.26
H: -2.35899 0.23447 2.91251  0.26
N: 4.81187 1.63656 -0.22518  -0.35
H: -0.05661 -2.88569 -2.29876  0.26
N: 10.44607 -2.12346 0.68708  -0.22
C: 8.09673 0.52278 1.11745  -0.12
H: 1.01681 2.60778 2.42104  0.24
P: 0.00236 0.39943 2.51314  0.57
H: 1.42140 -1.50625 2.91764  0.29
C: -1.25633 -0.20052 -3.44802  -0.92
I: -5.80460 2.75509 -0.81042  -0.01
H: -1.83499 1.96595 2.62015  0.26
H: 2.51026 0.41886 -2.54109  0.26
H: 0.96713 -2.37132 -3.74448  0.26
C: 6.12080 1.03895 -0.16398  0.23
H: 0.55166 -0.86636 4.41868  0.26
H: -1.52954 0.87539 -3.31398  0.26

Properties
* orbital gap: 5.914 eV
* net charge: +2
* electronic energy: -2565.04252 Eh
* HOMO energy: -13.56 eV
* relative energy (zero: lowest compared OMol25 entry of this formula, charge and spin): 40.74 kJ/mol
* max |F|: 0.096 Eh/bohr